(1)
{"formula": "C22H36AuFN6O4P", "method": "ωB97M-V/def2-TZVPD", "charge": 1, "multiplicity": 1, "orbital_gap_ev": 6.81, "lumo_energy_ev": -3.15, "elements": ["Au", "C", "C", "N", "C", "C", "C", "O", "O", "C", "O", "C", "C", "C", "F", "C", "C", "C", "N", "C", "C", "N", "C", "C", "H", "H", "H", "H", "H", "H", "H", "H", "H", "H", "H", "H", "H", "H", "H", "H", "H", "H", "C", "N", "C", "P", "O", "N", "C", "C", "N", "C", "C", "H", "H", "H", "H", "H", "H", "H", "H", "H", "H", "H", "H", "H", "H", "H", "H", "H", "H"], "xyz": [[2.15, -2.52, 0.31], [-5.40, -1.12, 2.00], [-5.03, -0.96, 0.53], [-3.60, -0.71, 0.34], [-2.79, -1.78, 0.12], [-1.45, -1.74, -0.06], [-0.80, -3.11, -0.27], [-1.49, -3.93, -0.86], [0.33, -3.38, 0.27], [-0.79, -0.45, -0.09], [0.40, -0.25, -0.34], [-1.68, 0.70, 0.22], [-1.12, 1.97, 0.30], [-1.89, 3.06, 0.58], [-1.28, 4.27, 0.62], [-3.27, 2.95, 0.80], [-3.82, 1.68, 0.74], [-3.05, 0.55, 0.43], [-4.12, 4.05, 1.14], [-3.54, 5.35, 1.46], [-4.68, 6.27, 1.94], [-5.76, 5.39, 2.49], [-6.45, 4.67, 1.36], [-5.36, 4.21, 0.38], [-6.47, -1.34, 2.10], [-5.18, -0.22, 2.57], [-4.84, -1.95, 2.44], [-5.60, -0.15, 0.07], [-5.28, -1.86, -0.02], [-3.28, -2.74, 0.07], [-0.06, 2.08, 0.13], [-4.87, 1.56, 0.99], [-3.04, 5.83, 0.61], [-2.81, 5.22, 2.25], [-5.11, 6.85, 1.13], [-4.33, 6.95, 2.71], [-6.43, 5.91, 3.05], [-5.31, 4.68, 3.07], [-7.16, 5.34, 0.90], [-6.98, 3.82, 1.79], [-5.23, 4.95, -0.42], [-5.65, 3.28, -0.08], [3.33, -1.15, -2.69], [4.09, -2.36, -2.36], [3.52, -3.58, -2.94], [4.86, -2.33, -0.90], [4.09, -1.82, 0.31], [5.48, -3.87, -0.71], [6.78, -3.93, -0.02], [4.57, -4.91, -0.22], [6.09, -1.26, -1.14], [6.61, -0.45, -0.05], [6.95, -1.35, -2.31], [3.27, -1.05, -3.77], [3.85, -0.28, -2.29], [2.32, -1.16, -2.28], [3.40, -3.41, -4.01], [2.54, -3.83, -2.52], [4.21, -4.41, -2.80], [7.49, -3.25, -0.48], [7.16, -4.95, -0.12], [6.70, -3.70, 1.04], [3.58, -4.80, -0.66], [4.47, -4.87, 0.87], [4.98, -5.89, -0.50], [5.91, -0.44, 0.78], [6.75, 0.58, -0.40], [7.58, -0.82, 0.30], [6.53, -2.04, -3.03], [7.96, -1.68, -2.04], [7.03, -0.36, -2.78]]}


(2)
{"formula": "C4H5N3S2", "method": "ωB97M-V/def2-TZVPD", "multiplicity": 1, "orbital_gap_ev": 8.14, "lumo_energy_ev": 0.10, "relative_energy_kcal_mol": 46.7, "elements": ["C", "C", "C", "C", "N", "N", "N", "S", "S", "H", "H", "H", "H", "H"], "xyz": [[-1.32, 1.72, -0.41], [0.95, -1.37, 1.08], [1.60, 0.92, 0.89], [-1.29, -0.94, -0.54], [-1.01, 2.66, -1.04], [1.35, -0.29, 1.15], [-0.47, -0.62, -1.52], [-1.96, -2.42, -0.34], [-1.71, 0.48, 0.66], [0.80, -2.12, 1.90], [0.91, 1.48, 1.36], [2.55, 1.24, 0.53], [-0.30, 0.39, -1.48], [-0.12, -1.14, -2.25]]}


(3)
{"formula": "C40H32N4O6PtS5", "method": "ωB97M-V/def2-TZVPD", "multiplicity": 1, "orbital_gap_ev": 5.85, "lumo_energy_ev": -1.22, "relative_energy_kcal_mol": 0.0, "elements": ["Pt", "S", "C", "C", "C", "C", "C", "C", "S", "H", "H", "H", "H", "S", "C", "C", "C", "C", "C", "C", "N", "C", "C", "C", "C", "C", "C", "C", "C", "N", "C", "C", "C", "C", "C", "S", "C", "H", "H", "H", "H", "H", "H", "H", "H", "H", "H", "H", "H", "C", "C", "C", "C", "C", "C", "C", "S", "O", "O", "N", "C", "C", "C", "O", "O", "H", "H", "H", "H", "H", "H", "H", "H", "H", "H", "H", "H", "O", "C", "C", "C", "C", "O", "N", "H", "H", "H", "H"], "xyz": [[-0.31, 0.17, -0.06], [-0.07, 0.28, 2.25], [1.60, -0.20, 2.51], [2.06, -0.35, 3.82], [3.38, -0.67, 4.07], [4.27, -0.85, 3.01], [3.82, -0.72, 1.71], [2.49, -0.40, 1.46], [1.93, -0.25, -0.20], [1.36, -0.20, 4.64], [3.72, -0.78, 5.09], [5.30, -1.10, 3.20], [4.50, -0.84, 0.88], [-0.45, -1.01, -7.20], [-0.62, -2.67, -7.59], [-0.73, -3.44, -6.47], [-0.67, -2.68, -5.28], [-0.52, -1.34, -5.51], [-0.41, -0.27, -4.52], [-0.40, -0.58, -3.13], [-0.25, 0.34, -2.21], [-0.14, 1.64, -2.57], [-0.17, 2.05, -3.89], [-0.05, 3.45, -4.20], [0.08, 4.36, -3.22], [0.11, 3.96, -1.84], [0.23, 4.87, -0.77], [0.25, 4.42, 0.53], [0.14, 3.03, 0.74], [0.04, 2.17, -0.24], [0.01, 2.61, -1.53], [0.36, 5.32, 1.68], [0.51, 6.68, 1.66], [0.61, 7.24, 2.96], [0.53, 6.29, 3.94], [0.34, 4.73, 3.29], [-0.31, 1.06, -4.87], [-0.64, -2.98, -8.62], [-0.84, -4.52, -6.49], [-0.76, -3.12, -4.30], [-0.51, -1.59, -2.79], [-0.08, 3.75, -5.24], [0.16, 5.42, -3.44], [0.30, 5.93, -0.99], [0.13, 2.60, 1.74], [0.55, 7.27, 0.76], [0.73, 8.29, 3.16], [0.57, 6.43, 5.00], [-0.34, 1.34, -5.92], [3.27, -7.76, 2.50], [2.40, -7.26, 1.39], [1.12, -7.78, 1.20], [0.33, -7.35, 0.14], [0.82, -6.38, -0.72], [2.09, -5.84, -0.54], [2.87, -6.28, 0.51], [-0.20, -5.76, -2.02], [0.66, -5.29, -3.07], [-1.21, -6.75, -2.28], [-0.96, -4.44, -1.43], [-1.84, -4.66, -0.27], [-2.55, -3.40, 0.16], [-1.63, -2.34, 0.76], [-1.67, -2.10, 1.94], [-0.85, -1.78, -0.14], [2.69, -8.23, 3.29], [3.86, -6.95, 2.94], [3.97, -8.51, 2.12], [0.75, -8.53, 1.87], [-0.65, -7.76, -0.02], [2.45, -5.09, -1.23], [3.86, -5.87, 0.66], [-0.35, -3.64, -1.32], [-1.27, -5.05, 0.58], [-2.57, -5.42, -0.56], [-3.25, -3.68, 0.95], [-3.10, -2.95, -0.67], [-3.00, -0.46, -2.18], [-3.28, 0.06, -1.12], [-4.70, 0.26, -0.62], [-4.55, 0.99, 0.70], [-3.05, 1.14, 0.87], [-2.52, 1.70, 1.80], [-2.38, 0.57, -0.20], [-5.17, -0.72, -0.54], [-5.25, 0.83, -1.38], [-4.94, 0.43, 1.56], [-5.01, 1.98, 0.71]]}